No. 1
C29H39AsN2SeSi2V as an isolated structure. Source: OMol25; level of theory: wB97M-V/def2-TZVPD.

Its charge is -1. For the energy relative to the best compared isomer or geometry (same formula, charge and spin), the calculation gives 2.148 eV. For the HOMO-LUMO gap (spin up / spin down), the calculation gives 0.2590 / 0.2733 hartree. As for the total energy: -201317.6163 eV. As for the spin multiplicity: 3.

Structure (XYZ):
```
75
Properties=species:S:1:pos:R:3:forces:R:3
V -0.4750 0.4439 0.0088 -0.382 -1.565 -0.983
C 1.4872 -4.2476 2.5790 -0.128 -0.083 -0.114
C 0.7365 -4.5969 1.4652 0.069 0.047 0.091
C 0.6960 -3.7338 0.3844 0.011 0.185 -0.036
C 1.4109 -2.5356 0.4434 0.132 -0.438 0.288
N 2.1007 -2.1901 1.5333 0.311 0.051 -0.307
C 2.1340 -3.0245 2.5567 0.077 -0.051 0.176
C 1.6134 -1.6594 -0.7326 0.215 0.227 -0.211
C 2.4052 -2.1981 -1.7476 -0.075 -0.100 0.203
C 2.8548 -1.4090 -2.7887 -0.035 0.151 -0.191
C 2.5020 -0.0681 -2.8185 0.197 -0.043 -0.188
C 1.6745 0.4480 -1.8384 0.094 0.170 0.036
C 1.1854 -0.3222 -0.7816 0.924 -0.210 -0.243
H 1.5628 -4.8993 3.4389 -0.015 0.007 0.018
H 0.1986 -5.5345 1.4372 -0.061 -0.056 -0.006
H 0.1258 -3.9712 -0.5016 -0.036 -0.024 -0.095
H 2.7309 -2.6983 3.4012 -0.042 -0.012 0.109
H 2.7018 -3.2412 -1.6922 0.002 0.029 0.028
H 3.4830 -1.8327 -3.5622 0.015 -0.002 -0.024
H 2.8485 0.5711 -3.6213 0.030 0.018 -0.026
H 1.3852 1.4950 -1.9146 0.005 -0.062 -0.066
C -3.1805 -2.2605 0.7998 0.462 0.290 0.430
Si -2.5455 -1.6710 2.5159 -0.702 -0.873 0.148
C -4.0431 -0.8572 3.4413 0.788 -0.024 -0.377
C -2.1333 -3.2414 3.5695 -0.030 0.701 -0.458
As -0.4979 -0.5569 2.2042 -0.881 -0.301 1.401
Si -0.6429 1.2189 3.7266 0.351 0.616 1.308
C -2.0203 2.5577 3.9440 0.338 -0.672 -0.561
C 1.0176 2.1864 3.5987 -0.488 -0.477 -0.272
C -0.6083 0.3589 5.4573 0.028 0.096 -0.791
H -3.7160 -3.2061 0.8175 -0.111 -0.162 0.191
H -2.3222 -2.3798 0.1348 0.014 -0.075 -0.040
H -3.8277 -1.5156 0.3420 -0.060 0.152 -0.038
H -4.7912 -1.5945 3.7209 -0.010 -0.295 -0.032
H -4.5442 -0.0955 2.8508 0.011 0.142 -0.158
H -3.6920 -0.3851 4.3537 0.049 0.120 0.240
H -2.9929 -3.8659 3.7966 -0.282 -0.026 -0.031
H -1.6820 -2.9274 4.5076 0.092 0.057 0.185
H -1.3977 -3.8477 3.0463 0.101 -0.034 -0.075
H -2.0705 3.2141 3.0817 0.006 0.097 -0.163
H -1.8287 3.1767 4.8169 0.253 -0.055 0.239
H -2.9970 2.1010 4.0708 -0.233 -0.130 0.032
H 0.8744 3.1564 3.1324 -0.085 0.160 -0.139
H 1.7120 1.6161 2.9821 0.125 -0.002 -0.035
H 1.4855 2.3437 4.5664 -0.042 -0.037 0.258
H -1.5574 -0.1323 5.6520 -0.207 -0.159 0.060
H -0.4142 1.0469 6.2737 0.027 0.290 0.113
H 0.1694 -0.4012 5.4578 0.100 -0.146 0.030
C 1.5736 3.2490 0.2501 -0.130 -0.110 -0.051
C 0.0845 3.3376 0.3834 0.522 0.782 -0.005
C -0.6868 4.4759 0.4356 0.155 -0.173 -0.059
C -2.0300 4.0514 0.5713 -0.010 -0.263 -0.062
C -2.0037 2.6776 0.6101 -0.927 0.439 0.081
C -3.1666 1.7474 0.7323 -0.071 0.011 -0.090
N -0.7117 2.2334 0.4911 -0.071 1.719 0.434
H 2.0557 3.9513 0.9300 0.054 -0.046 0.075
H 1.8984 3.5059 -0.7621 0.036 -0.124 -0.008
H 1.9133 2.2373 0.4881 0.127 0.134 -0.063
H -0.3352 5.4909 0.3784 0.135 0.121 0.020
H -2.9079 4.6730 0.6332 -0.103 -0.004 0.055
H -4.0693 2.3155 0.9656 0.050 -0.011 0.068
H -2.9819 1.0213 1.5270 -0.149 -0.001 0.003
H -3.3471 1.1943 -0.1970 -0.015 0.014 0.140
Se -1.7751 -0.3827 -1.9644 -0.529 -0.249 -0.050
C -1.1160 1.0585 -3.0307 -0.109 -0.032 0.079
C -1.2137 2.3613 -2.5522 -0.154 0.033 0.042
C -0.6145 3.4083 -3.2238 0.056 0.281 -0.132
C 0.0503 3.1832 -4.4175 0.065 0.131 0.014
C 0.0891 1.8976 -4.9326 0.079 -0.026 -0.243
C -0.4809 0.8394 -4.2477 -0.052 -0.071 -0.063
H -1.7574 2.5712 -1.6418 0.009 0.001 -0.094
H -0.6751 4.4034 -2.8036 -0.005 0.052 0.016
H 0.5253 4.0040 -4.9409 0.000 -0.020 -0.036
H 0.5804 1.7158 -5.8791 0.061 -0.041 -0.068
H -0.4233 -0.1622 -4.6537 0.053 -0.038 0.073
```
Positions in Å, forces in eV/Å.

---

No. 2
A 3-piece molecular cluster, H6O3 overall. Source: OMol25; level of theory: wB97M-V/def2-TZVPD.

Its charge is 0. For the energy relative to the best compared isomer or geometry (same formula, charge and spin), the calculation gives 0.686 eV. Its SMILES is O.O.O. For the HOMO-LUMO gap, the calculation gives 0.4530 hartree. As for the total energy: -6239.5672 eV.

Structure (XYZ):
```
9
Properties=species:S:1:pos:R:3:forces:R:3
O 2.1798 1.0711 -1.3702 0.835 0.169 1.155
H 1.5372 0.4550 -1.6788 -0.535 -0.600 -0.873
H 2.1574 1.8529 -1.9082 -0.221 0.337 -0.491
O -1.8810 -1.1849 1.8851 1.606 0.811 -0.138
H -0.9270 -0.9178 1.8403 -1.015 -0.805 0.350
H -2.2466 -0.3913 2.2884 -0.458 -0.024 0.088
O -0.2834 -0.5267 -0.6816 0.357 0.088 -0.348
H -0.7894 -0.6010 0.1197 -0.863 -0.404 0.212
H 0.2530 0.2428 -0.4947 0.294 0.428 0.045
```
Positions in Å, forces in eV/Å.

---

No. 3
An isolated ion of composition C11H11N2S2 and charge -1. Source: OMol25; level of theory: wB97M-V/def2-TZVPD.

Its charge is -1. For the energy relative to the best compared isomer or geometry (same formula, charge and spin), the calculation gives 0.544 eV. For the HOMO-LUMO gap, the calculation gives 0.2171 hartree. As for the total energy: -36232.7860 eV.

Structure (XYZ):
```
26
Properties=species:S:1:pos:R:3:forces:R:3
C 3.5484 0.5048 -0.9525 -0.894 -0.676 1.282
C 2.3154 0.0685 -1.3951 0.773 0.591 -0.183
C 3.9614 0.2077 0.3414 1.552 1.015 -2.014
C 1.4601 -0.6361 -0.5861 1.136 -0.232 1.194
C 3.1040 -0.4365 1.1538 -0.037 -2.341 2.429
C -2.0529 1.0873 0.6472 2.860 0.032 1.973
C -3.6158 -0.3290 -0.4014 -1.395 -0.588 -1.281
C 1.8355 -0.9333 0.7261 0.716 0.537 0.070
C -3.0893 0.9382 -0.1646 -2.593 0.968 -1.163
C -1.2980 -0.0867 0.9128 0.733 -0.070 0.422
C 0.7909 -1.6618 1.5630 2.685 1.299 0.229
N -3.2501 -1.3864 0.2634 1.241 1.357 0.859
N -3.8049 2.0774 -0.6942 -0.360 -0.931 0.053
S -3.2927 -2.9761 -0.0364 -0.521 -0.420 -0.444
S -0.2624 -0.4377 2.2826 -2.078 1.956 0.502
H 4.1932 1.0849 -1.5184 1.000 0.851 -1.508
H 2.0818 0.2932 -2.4025 -0.570 0.115 -0.900
H 5.0457 0.4267 0.5370 -1.343 -0.155 0.523
H 0.5330 -1.0077 -0.9048 -1.145 -0.251 -0.634
H 3.6379 -0.7332 2.1007 -1.471 0.109 -0.471
H -1.9130 2.1353 0.9782 0.485 -0.763 0.280
H -4.4044 -0.2830 -1.1945 0.495 -0.949 0.193
H 0.1136 -2.0394 0.8882 -1.263 -1.977 -1.391
H 1.2490 -2.3408 2.2932 -0.503 0.095 -0.157
H -4.7203 1.7093 -1.0419 1.346 1.065 -0.132
H -3.2378 2.6368 -1.3487 -0.852 -0.640 0.268
```
Positions in Å, forces in eV/Å.